Molecular formula: C21H23N3O5S
Method: DFT, ωB97M-V/def2-TZVPD

Results
energy relative to the best compared isomer or geometry (same formula, charge and spin): 39.9 kcal per mole
E_tot: -47694.3827 eV
LUMO: 0.6 eV
frontier orbital gap: 8.8 eV
total charge: 0
2S+1: 1

Cartesian coordinates (Å):
C -3.58 -1.00 -2.99
C -3.59 -0.70 -1.53
C -4.33 -1.47 -0.64
C -4.28 -1.21 0.71
C -3.48 -0.21 1.24
C -3.39 -0.01 2.72
C -2.73 0.56 0.34
N -1.92 1.59 0.88
C -0.91 2.24 0.29
O -0.55 2.10 -0.87
C -0.22 3.28 1.18
O 1.13 3.46 0.77
C 1.90 2.36 0.88
O 1.49 1.33 1.36
C 3.29 2.58 0.37
C 3.33 2.73 -1.16
C 2.55 1.61 -1.86
N 2.91 0.34 -1.30
C 2.06 -0.48 -0.86
N 0.68 -0.45 -0.90
S -0.05 -1.61 0.07
O -0.58 -1.03 1.27
O -0.96 -2.38 -0.72
C 1.48 -2.46 0.36
C 1.71 -3.64 1.03
C 3.02 -4.09 1.12
C 4.06 -3.36 0.56
C 3.82 -2.17 -0.10
C 2.51 -1.73 -0.21
C -2.80 0.32 -1.02
H -2.78 -1.72 -3.20
H -4.52 -1.44 -3.31
H -3.39 -0.10 -3.58
H -4.95 -2.27 -1.02
H -4.86 -1.83 1.39
H -3.69 1.00 3.01
H -4.03 -0.71 3.23
H -2.36 -0.19 3.04
H -2.01 1.69 1.88
H -0.25 2.97 2.23
H -0.69 4.26 1.05
H 3.70 3.49 0.83
H 3.89 1.72 0.67
H 2.91 3.69 -1.45
H 4.38 2.70 -1.47
H 1.48 1.83 -1.80
H 2.83 1.60 -2.92
H 0.20 0.42 -1.10
H 0.89 -4.20 1.46
H 3.23 -5.02 1.64
H 5.07 -3.73 0.65
H 4.61 -1.59 -0.55
H -2.22 0.93 -1.70

Löwdin atomic charge list, values in e, 8 entries: number 1, C, carries -0.041; number 2, C, carries -0.281; number 3, C, carries -0.043; number 4, C, carries -0.033; number 5, C, carries -0.228; number 6, C, carries -0.042; number 7, C, carries -0.195; number 8, N, carries 0.170